The following is a DFT calculation (wB97M-V/def2-TZVPD) of C16H15CdClSe as an isolated structure in a non-equilibrium geometry.

```
34
Properties=species:S:1:pos:R:3:forces:R:3
Se -0.154 1.923 0.701 0.0799 0.7697 1.4892
Cl 0.249 -1.985 0.375 0.1036 -1.2293 0.9634
H -0.851 0.327 -4.009 0.1307 0.0226 -0.0625
H -2.401 -1.732 -0.541 0.0010 -0.0700 0.0756
C -1.543 -1.150 -2.499 -1.0092 -0.1941 -0.6565
C -1.376 -0.272 4.064 0.5864 0.1745 -0.3456
H 1.159 1.751 -3.463 -0.0719 0.0703 -0.0612
H -1.668 2.170 -2.237 0.0519 0.1109 -0.0195
C 2.208 -0.948 -1.832 1.0229 -0.0489 -0.2829
H 1.964 -0.864 4.336 0.0658 -0.0567 0.0024
Cd 0.091 -0.035 -1.165 -0.0074 -0.2011 2.6027
H -0.180 -1.383 5.470 -0.0048 -0.0807 0.0776
C -0.160 0.813 2.268 -0.0624 0.6427 -0.4046
C -0.174 -0.772 4.577 -0.0350 0.1801 -0.2141
H -1.261 -2.098 -2.927 0.0777 -0.0864 -0.0475
H 1.331 -0.901 -3.862 -0.0711 -0.0588 -0.0790
C 2.440 0.086 -0.897 1.2299 0.1425 -0.2262
C 1.578 1.031 -2.778 0.9491 0.2594 -0.8437
C -1.369 0.519 2.911 0.3685 -0.4819 0.6562
C 2.066 1.310 -1.494 1.0779 0.2708 -0.3354
H -2.301 0.908 2.521 0.0720 0.0282 -0.1033
C 1.034 -0.479 3.937 -0.5327 0.3723 -0.3339
H -2.647 0.873 -0.118 -0.0514 0.0219 0.0294
H 2.056 2.267 -1.005 0.0363 0.0532 0.0076
H -2.310 -0.494 4.563 -0.1096 -0.0513 0.0427
C -2.174 -0.959 -1.251 -1.0721 -0.2622 -0.2681
H 2.327 -1.999 -1.645 -0.0161 -0.1000 0.0366
C 1.042 0.316 2.786 -0.3696 -0.4307 0.7736
C -1.310 0.128 -3.056 -1.0167 0.0317 -0.7377
H 2.746 -0.047 0.125 0.0468 -0.0451 0.1196
C 1.668 -0.367 -2.988 0.9529 0.0995 -0.8264
H 1.981 0.544 2.301 -0.0708 0.0354 -0.1195
C -1.758 1.102 -2.136 -1.1398 0.1343 -0.6434
C -2.304 0.416 -1.028 -1.2129 -0.0229 -0.2655
```
Positions in Å, forces in eV/Å.

Calculated values
- Lowest unoccupied orbital energy: 5.454 eV
- Total charge: -2
- Gap between HOMO and LUMO: 0.20606 hartree

Here are the natural (NBO) charges for atoms 1 to 8, given in e: Se -0.53; Cl -0.89; H 0.20; H 0.23; C -0.44; C -0.25; H 0.20; H 0.21



The following is a DFT calculation (wB97M-V/def2-TZVPD) of C50H40Cl5N3O3P2SZn as an isolated structure.

```
105
Properties=species:S:1:pos:R:3:forces:R:3
N -0.067 -1.135 2.148 -0.2060 0.2652 -0.2242
H -1.765 1.412 -3.108 0.0146 0.0150 -0.0619
C 6.006 -1.799 -1.721 -0.0104 -0.0142 0.0181
H 3.895 -0.894 3.763 -0.0013 0.0166 0.0120
Cl 3.724 6.749 2.621 0.0049 0.0323 -0.0062
H -3.111 -5.258 1.944 0.0019 -0.0118 -0.0122
C -1.349 -3.428 -1.605 0.0030 0.0073 -0.0040
C -2.759 3.293 0.391 0.0418 -0.0801 -0.0293
C -2.438 -3.236 2.118 0.0090 -0.0304 0.0861
C 3.188 2.344 1.572 -0.0253 0.0104 -0.0195
H 0.989 -2.616 6.401 -0.0060 -0.0057 0.0117
C 0.242 -1.119 -5.308 -0.0082 0.0095 0.0156
H -0.710 -2.301 4.644 -0.0687 0.0082 -0.0016
Cl 0.777 2.213 2.740 -0.1588 0.0395 0.0660
H -0.281 2.034 -2.431 -0.0372 -0.0274 0.0226
H -2.696 0.012 -4.059 -0.0121 0.0161 0.0076
C -5.330 2.903 1.353 -0.0285 -0.0196 0.0073
H 2.759 6.027 -1.135 0.0088 0.0317 0.0107
C 2.230 3.058 2.317 0.0948 -0.0353 0.0364
C 1.279 -0.055 -2.958 -0.0303 0.1622 0.0283
C 5.541 -1.027 -2.774 0.0046 0.0109 -0.0177
H 1.891 0.511 -3.676 0.0133 -0.0539 -0.0140
P -1.510 0.599 -0.848 -0.0055 -0.1310 -0.0592
H -5.711 -5.543 3.489 -0.0091 -0.0115 0.0024
C -3.167 -4.342 2.520 -0.0044 0.0191 0.0007
H -6.332 2.744 1.730 -0.0116 0.0028 -0.0086
H -5.051 -5.449 5.120 -0.0075 -0.0045 0.0104
C 0.312 -2.005 4.478 -0.0168 0.0071 -0.0534
C -1.599 -1.685 -6.762 0.0062 -0.0130 -0.0200
O -1.732 0.356 3.425 -0.0415 0.0865 0.0849
H -5.348 1.139 0.110 -0.0128 0.0002 0.0015
H -2.718 5.028 1.639 0.0100 0.0111 -0.0059
C 4.336 -0.351 -2.663 -0.0167 0.0003 -0.0432
H 5.609 -2.504 0.266 0.0040 -0.0117 0.0185
H 0.445 -2.212 -7.125 0.0134 -0.0048 -0.0094
C 4.056 -1.217 -0.447 0.0116 0.0659 -0.0132
Cl 5.931 5.226 1.017 -0.0013 0.0148 -0.0062
C 4.514 4.394 1.529 0.0059 -0.0491 0.0114
C 1.270 -2.177 5.453 0.0179 0.0132 -0.0077
H -4.237 -6.418 3.887 -0.0017 -0.0180 0.0008
H -1.975 -2.152 -7.662 -0.0052 -0.0055 -0.0079
H 3.350 -1.902 5.988 0.0143 -0.0010 0.0081
C 1.529 4.367 -0.556 -0.0246 0.0314 -0.1064
H -4.559 -2.928 -2.545 -0.0104 -0.0086 0.0003
H -3.519 -1.007 -6.091 -0.0152 0.0065 0.0050
H -3.348 -1.063 4.542 0.0050 0.0021 0.0265
C 3.307 2.797 -2.000 -0.0364 0.0110 -0.0300
C 3.583 -0.425 -1.491 -0.0539 -0.0130 0.0914
H -0.051 -1.934 -0.806 0.0787 0.0504 0.0514
C -4.792 2.004 0.448 0.0421 -0.0632 0.0370
S -1.634 -0.604 2.300 -0.0649 0.0163 0.0381
C -2.617 -3.717 -2.090 -0.0145 0.0069 -0.0061
C 2.604 4.959 -1.204 -0.0406 -0.0113 -0.0268
H 3.496 -1.285 0.476 -0.0064 -0.0241 0.0392
H 4.340 4.623 -2.416 0.0152 0.0080 0.0020
H 1.543 -1.112 -3.066 -0.0097 0.0325 0.0063
H 1.304 -1.162 -5.122 0.0221 0.0016 -0.0233
C -3.567 -2.710 -2.172 0.0283 -0.0321 0.0065
C 2.589 -1.785 5.231 0.0074 -0.0054 -0.0013
C 2.236 2.193 -1.348 -0.0120 -0.0441 -0.0781
P 1.959 0.387 -1.271 -0.1232 -0.1164 -0.1139
C -3.501 2.198 -0.020 0.0193 -0.1084 0.0277
C 1.355 2.995 -0.626 -0.0600 0.0698 -0.1237
H 6.114 -0.951 -3.689 0.0051 0.0001 -0.0068
Cl 5.555 2.202 0.320 0.0488 -0.0736 0.0706
C 3.489 4.171 -1.925 -0.0323 0.0017 -0.0430
C -0.249 -1.717 -6.458 -0.0063 -0.0046 -0.0197
H -2.864 -4.724 -2.399 0.0006 -0.0105 -0.0017
C -3.247 -1.416 -1.788 -0.0070 -0.0451 0.1435
Zn 1.334 0.070 1.318 0.2546 0.0880 -0.3504
N 1.976 -1.061 3.059 0.0251 -0.0294 -0.0288
C 2.894 -1.228 4.009 0.0736 -0.0547 -0.0332
C -4.785 -5.493 4.065 0.0000 -0.0003 -0.0046
O -3.022 1.287 -0.941 0.0902 0.1312 -0.0602
C 5.256 -1.899 -0.559 0.0268 0.0008 0.0007
C -3.310 -1.993 3.990 0.0446 0.0520 -0.0231
H -5.008 4.686 2.505 -0.0046 -0.0020 0.0022
H -0.604 -4.209 -1.526 0.0138 -0.0133 -0.0054
H -1.766 3.449 -0.006 0.1246 0.0052 -0.0188
C -1.036 -2.137 -1.206 0.0057 0.0323 -0.0284
C -4.588 3.991 1.790 0.0068 0.0344 0.0217
H 3.990 0.228 -3.510 -0.0066 0.0260 0.0046
C 0.701 -1.424 3.265 0.0173 -0.2003 0.1459
C -4.033 -3.111 4.384 -0.0034 -0.0003 -0.0181
C 3.530 5.080 2.242 -0.0290 -0.0098 0.0357
C -2.457 -1.039 -5.884 0.0084 -0.0028 0.0017
O 3.008 1.124 1.177 0.0008 -0.0476 0.3500
Cl 1.141 5.219 3.500 -0.0178 0.0016 -0.0022
C 4.352 3.055 1.211 0.0018 -0.0216 0.0190
H -1.810 -3.276 1.239 0.0158 -0.0210 -0.0644
H 0.540 2.532 -0.083 -0.0933 -0.0086 0.0291
C -0.617 -0.465 -4.413 -0.0843 -0.1293 0.0209
C -1.975 -1.113 -1.307 -0.1505 0.0662 0.0580
C -2.502 -2.072 2.870 0.0971 -0.0497 -0.0511
C 2.386 4.397 2.640 0.0364 -0.0158 0.0174
H 4.035 2.203 -2.532 0.0140 -0.0281 -0.0136
C -3.973 -4.295 3.657 -0.0131 -0.0107 0.0021
C -1.984 -0.443 -4.729 0.0313 0.0278 -0.0027
C -0.884 1.126 -2.539 0.0674 0.0342 -0.0402
H 6.947 -2.326 -1.809 0.0131 -0.0089 0.0025
H -3.995 -0.638 -1.852 0.0006 0.0270 -0.0174
H -4.658 -3.060 5.268 -0.0085 -0.0019 0.0088
C -3.304 4.183 1.305 0.0066 0.0093 0.0142
H 0.841 4.968 0.026 -0.0169 0.0240 0.0130
N -0.130 0.107 -3.239 0.1436 0.1008 0.2144
```
Positions in Å, forces in eV/Å.

Calculated values
- Lowest unoccupied orbital energy: 0.370 eV
- Gap between HOMO and LUMO: 0.29606 hartree

Here are the Mulliken charges for atoms 1 to 8, given in e: N 0.32; H 1.07; C -0.59; H 0.47; Cl -0.20; H 0.39; C -0.77; C -0.10



The following is a DFT calculation (wB97M-V/def2-TZVPD) of C36H28F3IN3O3RuS3 as an isolated structure.

```
78
Properties=species:S:1:pos:R:3:forces:R:3
H 1.639 -3.504 -5.440 -0.0127 -0.0006 0.0161
S 0.580 -2.235 1.329 0.0535 0.1403 -0.0646
H 0.498 3.303 2.606 -0.0040 -0.0105 0.0273
C 1.549 -3.906 -4.429 0.0274 -0.0209 -0.0111
C -4.162 0.319 -0.201 -0.0077 0.0066 -0.0218
C -2.782 0.253 -0.200 0.0568 -0.0197 -0.0483
H 2.403 -3.556 -3.845 -0.0184 0.0023 0.0022
N 0.443 0.824 2.689 -0.2405 -0.2246 -0.1154
F -0.813 -4.022 2.637 -0.0075 0.0246 0.0405
H -0.778 -3.909 -1.872 0.0230 0.0006 -0.0335
H -4.735 -0.423 -0.739 -0.0013 0.0056 0.0030
H 0.514 5.707 2.153 -0.0016 -0.0034 -0.0025
C 0.188 2.296 -1.794 -0.0525 -0.6072 -0.2483
C 0.146 0.145 -4.934 0.0069 0.0009 -0.0046
H 1.610 -4.993 -4.500 -0.0032 0.0158 -0.0018
H -0.933 -3.649 -5.622 0.0011 -0.0098 0.0212
Ru 0.190 0.700 0.654 -0.3685 -0.0204 0.0075
F -1.138 -4.048 0.503 0.0312 0.0161 0.0107
C -4.789 1.337 0.500 -0.0719 -0.0383 -0.0398
C 0.374 2.739 0.543 -0.0543 0.0392 -0.2062
C -1.745 0.313 3.782 -0.0704 0.0248 0.0057
C 0.225 -3.509 -3.759 -0.0068 0.0729 -0.0191
C 2.181 0.993 0.684 -0.2092 -0.1376 0.0614
H 0.171 -1.828 -1.546 -0.0034 0.0433 0.0066
C -4.005 2.265 1.166 0.0549 -0.0015 -0.0086
C 1.701 0.995 3.036 0.1237 0.0447 -0.0837
O 1.472 -2.285 0.199 -0.0867 -0.1396 0.1188
C -2.628 2.137 1.115 0.0473 -0.0210 -0.0484
H 5.100 1.030 -1.014 -0.0020 0.0006 0.0097
C 0.131 0.835 -3.744 0.0073 -0.2441 0.0213
N -2.029 1.143 0.455 -0.0056 0.0142 0.2804
C 2.706 1.046 1.985 -0.1146 -0.0109 0.1615
O -0.603 -1.335 1.014 0.8133 0.2432 0.0589
C 0.300 3.228 -0.815 0.0579 0.3438 0.4065
F 0.714 -4.819 1.322 -0.0151 -0.0338 0.0351
H 0.311 5.018 -2.065 -0.0039 -0.0199 -0.0008
C 0.463 5.016 1.322 0.0013 -0.0313 0.0214
H -2.275 0.354 7.134 -0.0048 -0.0005 -0.0061
C 4.933 1.055 1.122 -0.0404 -0.0065 -0.0075
H -2.256 -0.536 -0.721 -0.0023 -0.0199 0.0307
S 0.131 2.558 -3.533 -0.0142 -0.0059 0.1621
H -1.981 2.846 1.615 -0.0183 -0.0196 0.0360
C 0.166 -1.240 -4.897 -0.0048 -0.1254 0.0668
C 0.449 3.635 1.578 0.0413 0.1607 -0.0702
H 0.137 0.885 7.157 -0.0034 0.0025 -0.0106
H 0.192 -1.779 -5.835 -0.0041 0.0180 0.0200
C -0.401 0.672 3.795 0.2184 0.0284 -0.3366
C -0.219 -3.886 1.459 -0.1422 -0.0497 -0.1019
I -4.839 3.814 2.259 -0.0365 0.0632 0.0339
H 2.678 1.008 -1.413 0.0120 -0.0126 -0.0021
H -0.917 -5.113 -4.646 0.0048 0.0182 -0.0018
C -0.953 -4.023 -4.597 -0.0262 0.0087 -0.0452
H 0.152 0.671 -5.879 -0.0030 -0.0198 -0.0028
S 1.964 1.120 4.711 0.0665 -0.0409 0.1457
H -3.445 -0.071 5.004 0.0077 0.0005 0.0161
H -2.241 0.071 2.855 -0.0203 0.0387 -0.0629
C 4.073 1.060 2.210 0.0857 0.0335 0.0249
C -0.390 0.747 6.223 0.0873 0.0098 -0.0497
H -1.907 -3.738 -4.150 0.0133 -0.0004 0.0026
H 6.003 1.065 1.280 -0.0059 0.0041 -0.0009
C -1.735 0.443 6.201 -0.0702 -0.0224 -0.0434
C 0.134 -1.310 -2.492 0.0052 0.2326 0.1794
C 0.417 5.505 0.010 0.0026 -0.0018 0.0610
H 4.470 1.059 3.219 -0.0108 0.0025 -0.0177
H -5.868 1.407 0.525 0.0105 -0.0006 -0.0017
C 0.162 -1.986 -3.676 0.0082 -0.0549 -0.3003
C -2.401 0.211 4.990 0.0169 -0.0019 0.0554
C 0.342 4.643 -1.050 -0.0038 -0.1568 0.0252
C 0.131 0.120 -2.487 -0.0005 -0.1539 -0.3610
C 4.421 1.033 -0.171 0.0626 0.0024 -0.0224
H 0.442 6.572 -0.166 0.0005 -0.0061 0.0081
C 3.052 1.013 -0.398 -0.0125 0.0205 0.0567
H 0.989 -3.852 -1.742 -0.0288 -0.0112 -0.0204
H 0.195 -5.240 -2.486 0.0063 0.0128 -0.0093
N 0.148 0.899 -1.425 -0.0279 0.5131 0.0732
O 1.153 -2.005 2.623 -0.1343 0.0701 -0.0823
C 0.156 -4.155 -2.380 0.0102 -0.0043 0.0347
C 0.270 0.846 5.001 0.0112 0.0302 0.1673
```
Positions in Å, forces in eV/Å.

Calculated values
- Spin multiplicity: 5
- Lowest unoccupied orbital energy (spin up / spin down): -3.006 / -5.645 eV
- Total charge: +1
- Gap between HOMO and LUMO (spin up / spin down): 0.21253 / 0.21174 hartree

Here are the Mulliken charges for atoms 1 to 8, given in e: H 0.39; S 0.96; H 0.36; C -1.69; C -1.11; C -0.26; H 0.36; N 2.09



The following is a DFT calculation (wB97M-V/def2-TZVPD) of C2H4N2OS as an isolated structure in a non-equilibrium geometry.

```
10
Properties=species:S:1:pos:R:3:forces:R:3
O -3.036 -0.349 0.732 -0.7700 -0.1317 1.2810
C 2.068 -0.972 -0.006 -1.9980 -0.3797 -0.9735
C -0.841 1.077 -0.079 -1.3404 -3.3409 -1.3032
N -0.181 -0.123 0.375 -0.2818 0.4246 -0.1321
H -1.101 1.826 0.567 -0.4600 1.5392 2.3394
H 1.914 -1.709 -0.733 0.1346 -1.6561 -1.1271
H -0.604 1.521 -1.011 1.0048 0.1479 -1.1015
N 1.048 -0.276 0.220 2.1273 1.5710 1.7928
H 3.033 -0.933 0.425 0.6620 0.9671 0.6672
S -2.300 -0.060 -0.488 0.9216 0.8586 -1.4431
```
Positions in Å, forces in eV/Å.

Calculated values
- Lowest unoccupied orbital energy (spin up / spin down): 0.089 / -0.299 eV
- Gap between HOMO and LUMO (spin up / spin down): 0.30003 / 0.26755 hartree

Here are the natural (NBO) charges for atoms 1 to 8, given in e: O -0.85; C -0.13; C -0.42; N -0.24; H 0.21; H 0.16; H 0.20; N -0.10